Entry 1:
58
Properties=species:S:1:pos:R:3 method="wB97M-V/def2-TZVPD" e_above_lowest_kcal_mol=20.35 homo_lumo_gap_ev=9.545 lumo_ev=0.683 smiles="O=C(CCc1nnc(CCCc2ccccc2)o1)NCCCC1CCCC1"
O 2.04 0.33 2.00
C 2.90 -0.47 1.70
C 4.37 -0.08 1.60
C 4.78 -0.01 0.11
C 3.65 0.55 -0.66
N 2.84 -0.10 -1.42
N 1.89 0.77 -1.82
C 2.16 1.91 -1.28
C 1.38 3.16 -1.38
C -0.06 2.92 -0.91
C -0.12 2.66 0.60
C -1.41 2.02 1.03
C -2.65 2.46 0.58
C -3.81 1.84 0.98
C -3.77 0.76 1.85
C -2.54 0.32 2.32
C -1.37 0.94 1.91
O 3.28 1.84 -0.53
N 2.65 -1.76 1.41
C 1.30 -2.27 1.26
C 1.04 -2.73 -0.18
C -0.44 -3.05 -0.41
C -1.31 -1.81 -0.57
C -1.12 -1.08 -1.90
C -2.39 -0.25 -2.02
C -3.49 -1.19 -1.55
C -2.82 -2.14 -0.55
H 4.48 0.91 2.05
H 5.00 -0.79 2.14
H 4.98 -1.01 -0.28
H 5.67 0.61 -0.01
H 1.86 3.93 -0.78
H 1.37 3.49 -2.43
H -0.66 3.80 -1.17
H -0.46 2.06 -1.45
H 0.01 3.61 1.14
H 0.70 2.01 0.89
H -2.70 3.31 -0.09
H -4.77 2.20 0.62
H -4.68 0.27 2.16
H -2.49 -0.52 3.00
H -0.42 0.60 2.28
H 3.40 -2.35 1.09
H 1.15 -3.11 1.95
H 0.63 -1.46 1.53
H 1.35 -1.94 -0.87
H 1.64 -3.61 -0.39
H -0.81 -3.64 0.44
H -0.53 -3.67 -1.30
H -1.10 -1.10 0.24
H -0.21 -0.47 -1.92
H -1.07 -1.80 -2.72
H -2.56 0.12 -3.04
H -2.33 0.61 -1.35
H -4.32 -0.64 -1.10
H -3.89 -1.75 -2.40
H -2.98 -3.18 -0.84
H -3.22 -2.02 0.46

---

Entry 2:
61
Properties=species:S:1:pos:R:3 method="wB97M-V/def2-TZVPD" e_above_lowest_kcal_mol=2.46 homo_lumo_gap_ev=9.142 lumo_ev=0.594 smiles="CCN(CC)S(=O)(=O)c1cccc(C(=O)N[C@@H](C)[C@H](c2cccs2)N2CCCC2)c1"
C -4.07 -2.10 -1.49
C -4.56 -1.88 -0.06
N -4.65 -0.50 0.36
C -5.46 0.42 -0.40
C -6.94 0.05 -0.37
S -3.34 0.13 1.15
O -3.72 1.41 1.66
O -2.86 -0.87 2.07
C -2.07 0.37 -0.10
C -2.12 1.49 -0.92
C -1.17 1.63 -1.91
C -0.17 0.68 -2.06
C -0.10 -0.41 -1.20
C 0.98 -1.42 -1.42
O 1.22 -1.86 -2.53
N 1.65 -1.88 -0.34
C 1.79 -1.32 0.98
C 2.12 -2.44 1.96
C 2.88 -0.20 1.06
C 2.43 1.02 0.31
C 2.87 1.60 -0.84
C 2.18 2.79 -1.18
C 1.22 3.10 -0.28
S 1.14 1.96 1.00
N 4.21 -0.70 0.78
C 5.28 0.15 1.28
C 6.51 -0.34 0.54
C 5.95 -0.62 -0.85
C 4.57 -1.20 -0.54
C -1.08 -0.58 -0.23
H -3.12 -1.60 -1.66
H -3.94 -3.16 -1.67
H -4.80 -1.72 -2.21
H -5.54 -2.35 0.07
H -3.87 -2.35 0.65
H -5.11 0.49 -1.44
H -5.32 1.39 0.08
H -7.26 -0.08 0.66
H -7.12 -0.87 -0.92
H -7.52 0.85 -0.82
H -2.89 2.22 -0.76
H -1.20 2.48 -2.58
H 0.57 0.78 -2.84
H 2.35 -2.58 -0.57
H 0.85 -0.85 1.27
H 2.09 -2.07 2.98
H 1.40 -3.25 1.86
H 3.12 -2.82 1.77
H 2.90 0.08 2.12
H 3.68 1.22 -1.45
H 2.40 3.37 -2.05
H 0.54 3.93 -0.28
H 5.10 1.22 1.05
H 5.36 0.04 2.36
H 6.87 -1.26 0.99
H 7.32 0.40 0.53
H 5.86 0.32 -1.41
H 6.56 -1.30 -1.43
H 3.84 -0.94 -1.31
H 4.64 -2.29 -0.49
H -1.10 -1.44 0.42

---

Entry 3:
61
Properties=species:S:1:pos:R:3 method="wB97M-V/def2-TZVPD" e_above_lowest_kcal_mol=2.92 homo_lumo_gap_ev=8.878 lumo_ev=-2.388 total_charge=+1 smiles="Cc1ccc(S(=O)(=O)N(C)C)cc1NC(=O)C[NH+]1CCN(Cc2ccccc2)CC1"
C 5.46 2.71 -1.03
C 4.72 1.49 -0.59
C 5.13 0.21 -0.96
C 4.40 -0.93 -0.64
C 3.30 -0.79 0.18
S 1.99 -1.97 0.50
O 0.89 -1.40 -0.27
O 1.75 -2.06 1.91
N 2.49 -3.38 -0.22
C 1.49 -4.14 -0.93
C 3.36 -4.15 0.65
C 2.91 0.46 0.63
C 3.56 1.60 0.19
N 2.96 2.83 0.50
C 1.63 3.07 0.42
O 1.09 4.00 0.98
C 0.84 2.20 -0.59
N -0.09 1.18 -0.03
C -0.58 1.49 1.33
C -1.45 0.32 1.83
N -2.56 0.03 0.97
C -3.70 0.93 1.09
C -4.89 0.36 0.36
C -5.31 -0.94 0.63
C -6.40 -1.47 -0.02
C -7.10 -0.71 -0.94
C -6.69 0.58 -1.22
C -5.59 1.12 -0.57
C -2.10 -0.19 -0.38
C -1.25 0.97 -0.93
H 6.19 2.47 -1.79
H 4.77 3.46 -1.43
H 5.98 3.15 -0.18
H 6.01 0.11 -1.57
H 4.68 -1.89 -1.01
H 1.99 -4.78 -1.66
H 0.89 -4.77 -0.25
H 0.84 -3.44 -1.44
H 4.04 -3.47 1.15
H 3.93 -4.85 0.04
H 2.80 -4.70 1.41
H 2.09 0.52 1.33
H 3.51 3.54 0.98
H 1.52 1.71 -1.29
H 0.23 2.93 -1.14
H 0.38 0.24 0.00
H 0.26 1.64 2.01
H -1.15 2.42 1.29
H -1.81 0.55 2.83
H -0.82 -0.58 1.89
H -3.50 1.95 0.72
H -3.94 1.00 2.15
H -4.76 -1.52 1.36
H -6.72 -2.48 0.20
H -7.96 -1.13 -1.45
H -7.23 1.18 -1.94
H -5.28 2.13 -0.78
H -2.97 -0.34 -1.03
H -1.50 -1.10 -0.39
H -0.89 0.72 -1.92
H -1.84 1.89 -0.97

---

Entry 4:
60
Properties=species:S:1:pos:R:3 method="wB97M-V/def2-TZVPD" e_above_lowest_kcal_mol=5.52 homo_lumo_gap_ev=8.785 lumo_ev=0.762
C 1.64 1.53 -3.67
C 1.17 1.85 -2.45
C 1.09 0.82 -1.44
N 0.68 0.86 -0.23
C 0.18 2.13 0.24
C -1.22 2.54 -0.29
N -1.82 2.00 0.94
C -2.90 2.74 1.54
C -4.11 2.76 0.62
C -5.28 3.51 1.25
C -5.65 2.92 2.61
C -4.43 2.89 3.54
C -3.27 2.14 2.90
C -0.51 2.02 1.61
N 1.60 -0.41 -1.89
C 1.97 -0.65 -3.17
N 2.42 -1.94 -3.50
C 3.88 -2.06 -3.57
C 4.53 -1.92 -2.20
N 3.83 -2.76 -1.25
N 4.31 -2.93 0.01
C 3.31 -3.53 0.63
C 2.19 -3.73 -0.18
C 2.55 -3.22 -1.40
C 1.86 -3.04 -2.72
C 1.09 -4.42 0.57
C 1.56 -4.22 2.04
C 3.10 -4.06 2.02
N 2.03 0.27 -4.08
H 1.72 2.29 -4.44
H 0.86 2.86 -2.22
H 0.95 2.91 0.18
H -1.33 3.63 -0.37
H -1.55 2.07 -1.22
H -2.59 3.80 1.71
H -3.85 3.20 -0.34
H -4.40 1.72 0.42
H -5.01 4.56 1.38
H -6.15 3.49 0.58
H -6.46 3.48 3.07
H -6.01 1.89 2.47
H -4.13 3.92 3.75
H -4.69 2.43 4.49
H -3.54 1.09 2.74
H -2.40 2.16 3.56
H -0.27 1.13 2.20
H -0.36 2.92 2.22
H 1.62 -1.14 -1.19
H 4.10 -3.03 -4.00
H 4.27 -1.29 -4.24
H 5.58 -2.23 -2.23
H 4.50 -0.88 -1.85
H 0.79 -2.89 -2.57
H 1.97 -3.95 -3.33
H 0.10 -4.00 0.40
H 1.05 -5.49 0.31
H 1.12 -3.30 2.42
H 1.24 -5.03 2.69
H 3.61 -5.02 2.14
H 3.46 -3.39 2.80

---

Entry 5:
58
Properties=species:S:1:pos:R:3 method="wB97M-V/def2-TZVPD" e_above_lowest_kcal_mol=0.00 homo_lumo_gap_ev="4.925 / 4.927" lumo_ev="-4.239 / -4.238" total_charge=+1
C -1.84 2.90 -3.87
C -1.58 1.59 -3.49
C -0.21 1.14 -3.79
C 0.81 2.13 -3.39
C 0.49 3.47 -3.64
C -0.81 3.85 -3.94
C 2.04 1.67 -2.98
C 2.35 0.31 -3.12
C 1.32 -0.57 -3.52
C 1.50 -1.90 -2.89
C 2.78 -2.39 -2.94
C 3.86 -1.51 -3.04
C 3.66 -0.17 -3.02
H -2.87 3.19 -4.00
H 1.29 4.20 -3.55
H -1.03 4.87 -4.28
H 2.80 2.42 -2.65
H 2.92 -3.45 -2.85
H 4.86 -1.91 -3.10
H 4.46 0.56 -2.92
N 0.20 -0.10 -4.20
Y 0.58 1.30 0.59
C -2.51 0.73 -2.69
H -2.43 -0.33 -3.03
H -3.56 1.07 -2.86
C 0.37 -2.59 -2.23
H -0.58 -2.47 -2.75
H 0.56 -3.65 -2.07
P -2.09 0.82 -0.86
P 0.09 -1.81 -0.46
C 1.44 -2.71 0.41
H 1.34 -2.51 1.49
H 1.38 -3.79 0.24
H 2.42 -2.35 0.09
C -1.30 -2.86 0.00
H -1.01 -3.89 0.14
H -1.72 -2.50 0.94
H -2.09 -2.83 -0.74
C -2.73 2.50 -0.49
H -3.80 2.56 -0.73
H -2.60 2.70 0.58
H -2.19 3.28 -1.06
C -3.47 -0.16 -0.21
H -3.34 -0.31 0.86
H -4.42 0.34 -0.38
H -3.52 -1.15 -0.68
H 1.63 1.51 -0.87
H 2.01 0.15 -0.14
C 2.03 -0.20 3.88
C 0.69 0.29 3.62
C -0.40 0.28 4.57
O 0.47 0.85 2.50
H 2.27 -0.13 4.95
H 2.81 0.35 3.31
H 2.15 -1.27 3.58
H -1.06 1.16 4.39
H -1.04 -0.61 4.43
H -0.03 0.29 5.61

---

Entry 6:
73
Properties=species:S:1:pos:R:3 method="wB97M-V/def2-TZVPD" e_above_lowest_kcal_mol=0.00 homo_lumo_gap_ev=4.409 lumo_ev=3.305 total_charge=-2
Sn -27.80 -6.76 0.48
K -26.52 -3.33 -0.75
B -26.63 -5.44 -1.33
H -26.12 -5.02 -2.19
H -26.52 -6.51 -1.36
H -26.22 -5.05 -0.41
H -27.64 -5.09 -1.40
C -26.96 -2.95 3.86
C -26.19 -2.40 2.86
C -25.66 -3.26 1.67
O -24.99 -2.81 0.68
C -25.94 -4.61 1.66
C -26.87 -5.17 2.64
C -27.26 -4.31 3.94
O -27.91 -4.74 4.93
O -27.28 -6.34 2.62
O -25.83 -1.21 3.13
H -27.28 -2.28 4.64
H -25.52 -5.23 0.87
C -30.19 -2.36 2.55
C -30.02 -3.84 2.70
C -29.28 -4.65 1.46
O -29.13 -5.81 1.60
C -28.87 -3.91 0.29
C -29.02 -2.53 0.29
C -29.72 -1.72 1.44
O -29.83 -0.44 1.57
O -28.52 -2.00 -0.77
O -30.39 -4.45 3.68
H -30.58 -1.79 3.38
H -28.45 -4.48 -0.53
C -23.97 -3.92 -1.23
S -22.60 -4.60 -2.28
O -22.29 -5.90 -1.63
C -23.78 -5.05 -3.66
H -24.39 -2.98 -1.57
H -23.57 -3.91 -0.21
H -24.66 -4.75 -1.07
H -24.37 -5.90 -3.34
H -23.18 -5.30 -4.53
H -24.39 -4.22 -4.02
C -27.59 -4.92 -4.17
S -27.98 -6.42 -5.17
O -28.47 -5.92 -6.54
C -26.33 -7.18 -5.25
H -28.46 -4.26 -4.09
H -26.76 -4.26 -4.41
H -27.33 -5.16 -3.13
H -26.27 -7.97 -5.99
H -26.05 -7.52 -4.26
H -25.59 -6.47 -5.62
C -29.37 -5.19 -2.55
S -30.29 -5.44 -0.92
O -29.78 -6.82 -0.44
C -31.92 -5.78 -1.65
H -29.11 -6.19 -2.89
H -28.43 -4.67 -2.36
H -29.88 -4.78 -3.42
H -32.04 -6.86 -1.79
H -32.11 -5.21 -2.56
H -32.56 -5.41 -0.85
O -23.48 -10.79 -2.73
C -23.96 -9.72 -2.36
O -25.22 -9.34 -2.77
C -25.51 -7.96 -2.33
C -24.42 -7.76 -1.25
C -23.20 -8.66 -1.58
H -26.42 -8.03 -1.73
H -25.53 -7.24 -3.15
H -24.84 -8.05 -0.28
H -24.25 -6.70 -1.12
H -22.82 -9.11 -0.66
H -22.46 -8.32 -2.30

---

Entry 7:
99
Properties=species:S:1:pos:R:3 method="wB97M-V/def2-TZVPD" homo_lumo_gap_ev=0.874 lumo_ev=-8.353 total_charge=+1
N 0.12 5.28 0.27
C 0.92 6.04 -0.77
C 0.02 7.07 -1.70
C -1.57 7.12 -1.31
C -2.20 8.58 -0.80
C -3.79 8.77 -0.39
C -4.82 7.50 -0.44
N -6.30 7.43 -0.09
S -6.69 5.72 -0.36
N -5.22 4.93 -0.95
C -4.22 6.06 -0.94
C -2.64 5.87 -1.39
S -2.10 4.18 -1.99
H 0.09 4.27 -0.05
H 0.55 5.29 1.22
H 1.72 6.68 -0.18
H 1.46 5.29 -1.48
H 0.23 6.90 -2.86
H 0.46 8.16 -1.48
H -1.52 9.54 -0.73
H -4.20 9.82 -0.06
H -2.49 3.98 -3.32
N -3.59 0.70 -3.17
O -4.17 1.34 -4.06
O -2.40 0.35 -3.33
O -4.19 0.40 -2.12
Be -1.49 -1.45 -2.66
C -7.91 4.00 -3.80
F -6.66 3.45 -3.94
F -8.49 3.34 -2.75
F -7.70 5.29 -3.37
S -8.92 3.92 -5.37
O -9.05 2.49 -5.68
O -8.16 4.66 -6.37
O -10.21 4.55 -5.04
Na -0.21 5.14 2.52
C 2.31 9.21 4.07
Br 2.20 11.16 4.08
Br 1.40 8.42 5.59
Br 1.67 8.47 2.38
H 3.37 8.95 4.15
O -0.30 -1.76 4.22
P -0.09 -3.23 3.81
O 1.50 -3.04 3.39
C 2.46 -2.95 4.42
C 2.82 -4.34 4.92
O -0.70 -2.98 2.27
C -1.85 -2.16 2.10
C -1.43 -0.84 1.47
O 0.14 -4.88 3.34
C -0.91 -5.59 2.70
C -0.52 -5.84 1.25
H 2.10 -2.32 5.24
H 3.35 -2.47 4.00
H 1.97 -4.80 5.42
H 3.66 -4.29 5.62
H 3.10 -4.99 4.08
H -2.38 -2.01 3.04
H -2.53 -2.69 1.42
H -0.70 -0.32 2.09
H -2.30 -0.19 1.33
H -0.96 -1.01 0.50
H -1.86 -5.07 2.78
H -1.02 -6.56 3.21
H -0.37 -4.89 0.71
H -1.28 -6.42 0.72
H 0.44 -6.37 1.19
N 1.59 -6.70 7.56
O 0.96 -7.77 7.61
O 1.06 -5.64 7.95
O 2.75 -6.68 7.12
C 5.23 -0.76 -6.83
F 6.18 -1.17 -7.72
F 5.88 0.05 -5.93
F 4.39 0.07 -7.52
S 4.35 -2.13 -6.02
O 5.40 -2.88 -5.32
O 3.72 -2.86 -7.13
N 3.39 -1.25 -5.12
S 2.42 -2.13 -4.24
O 3.03 -2.89 -3.14
O 1.36 -2.85 -4.95
C 1.56 -0.75 -3.41
F 0.93 0.08 -4.29
F 2.41 0.04 -2.70
F 0.60 -1.17 -2.52
Ca 3.39 7.77 0.19
C 3.82 -9.41 1.84
C 3.84 -8.15 0.97
C 5.00 -7.21 1.32
C 4.87 -6.75 2.76
N 4.76 -6.37 3.96
H 3.67 -9.17 2.89
H 3.00 -10.06 1.53
H 4.76 -9.97 1.74
H 2.89 -7.63 1.08
H 3.93 -8.45 -0.08
H 4.98 -6.33 0.66
H 5.96 -7.71 1.18